[1]
Below is a single C6H12O molecule, with properties calculated with wB97M-V/def2-TZVPD.

Properties
- Relative energy (zero: lowest compared OMol25 entry of this formula, charge and spin): 106.1 kJ/mol
- Highest occupied orbital energy: -9.4 eV
- Net charge: 0
- Orbital gap: 10.3 eV
- Structure (SMILES): CC[C@@]1(C)C[C@H]1O

Cartesian coordinates (Å):
H1 0.973 -2.249 0.211
C1 1.378 -1.285 -0.089
H2 1.058 1.509 1.497
H3 -2.284 0.596 -0.511
C2 -0.833 -0.342 0.820
H4 2.205 1.261 0.173
C3 0.492 -0.078 0.126
O1 -0.291 -1.361 -1.902
C4 1.140 1.260 0.432
H5 -1.587 1.708 0.678
H6 -1.189 -1.342 0.549
H7 -0.895 -0.717 -2.295
C5 0.715 -0.635 -1.257
H8 -0.632 -0.362 1.900
H9 2.455 -1.187 0.020
C6 -1.932 0.679 0.524
H10 1.352 -0.047 -1.923
H11 -2.793 0.519 1.181
H12 0.666 2.072 -0.135

---

[2]
Below is 7 unconnected molecules or ions with the total composition C28H65IO10S at a distorted geometry, with properties calculated with wB97M-V/def2-TZVPD.

Properties
- Highest occupied orbital energy: -8.9 eV
- Net charge: 0
- Orbital gap: 7.4 eV
- Structure (SMILES): C=C[C@@H]1OS(=O)(=O)O[C@@H]1I.CCOCC.CCOCC.CCOCC.CCOCC.CCOCC.CCOCC

Cartesian coordinates (Å):
H1 -8.545 -0.133 1.717
H2 4.037 -7.174 1.812
H3 -8.554 3.155 -2.516
H4 -8.557 1.484 -1.937
H5 -9.129 2.262 4.473
C1 6.679 -2.206 -3.781
H6 0.501 -7.835 0.954
H7 3.998 4.062 3.575
S1 2.732 -2.256 -2.834
H8 -10.613 2.913 2.514
C2 5.884 4.572 1.629
H9 3.949 0.342 -2.879
H10 5.688 2.236 3.058
C3 6.448 3.336 -2.195
C4 -0.784 -0.441 -0.654
C5 -2.820 2.541 -0.093
H11 -11.396 3.247 4.064
H12 8.221 -1.574 -2.195
C6 7.048 4.536 2.605
H13 2.782 -7.732 3.951
H14 -3.285 3.234 -0.803
O1 5.388 3.279 1.288
H15 4.626 -1.628 -4.393
H16 4.371 -8.881 1.596
H17 5.072 5.201 2.004
H18 -6.894 1.249 2.973
C7 -11.015 2.448 3.417
H19 -3.288 1.563 -0.223
C8 4.356 -3.828 -4.050
H20 0.260 -0.352 -0.968
H21 -1.033 -1.502 -0.551
H22 1.901 -5.842 0.421
C9 -6.586 2.403 -2.031
H23 -2.047 0.187 0.996
H24 -0.907 3.491 -0.207
H25 -6.673 -0.109 -3.170
C10 -7.619 1.706 2.293
C11 4.883 2.488 2.361
H26 7.862 3.921 2.212
H27 -7.143 1.855 1.319
H28 3.324 2.452 3.858
H29 7.074 -1.734 -4.797
H30 4.472 4.001 -2.796
H31 3.398 2.862 -1.225
H32 -6.176 3.413 -1.921
O2 1.681 -2.537 -1.715
C12 -8.848 0.825 2.152
H33 7.426 5.548 2.784
H34 -11.853 1.811 3.113
C13 -6.279 0.206 -1.052
O3 2.900 -3.464 -4.074
H35 -9.572 1.263 1.459
H36 2.303 2.160 -2.416
O4 4.788 2.079 -3.512
C14 -8.088 2.462 -1.806
C15 5.284 3.372 -3.171
H37 -7.870 2.692 2.696
C16 3.481 -8.433 3.489
C17 3.711 3.128 3.087
H38 -1.404 -0.030 -1.456
C18 1.325 -7.549 1.616
H39 4.549 1.542 1.921
H40 6.755 4.115 3.572
C19 7.716 -2.499 -2.746
H41 -7.316 0.108 -0.718
H42 3.096 -9.444 3.665
H43 -6.353 2.085 -3.052
O5 -5.902 1.581 -1.089
O6 4.392 -2.081 -2.349
H44 6.225 5.031 0.695
H45 4.816 -4.324 -5.007
O7 2.226 -0.859 -3.358
H46 -5.009 -0.431 -2.682
C20 -1.010 0.285 0.662
C21 4.283 1.288 -2.439
C22 -9.962 1.631 4.148
H47 0.998 -7.780 2.634
C23 1.593 -6.063 1.447
H48 5.625 3.831 -4.105
C24 3.636 -8.175 1.999
I1 4.324 -5.391 -2.465
H49 6.826 4.348 -2.016
H50 5.088 1.036 -1.742
H51 0.692 -5.486 1.677
H52 7.262 2.721 -2.588
C25 5.061 -2.412 -3.621
H53 2.903 3.360 2.384
H54 6.155 2.915 -1.228
H55 -10.410 1.219 5.059
H56 4.446 -8.329 3.997
H57 2.389 -5.716 2.111
H58 -8.312 2.799 -0.788
H59 -6.302 -1.580 -2.264
H60 8.035 -3.611 -2.459
C26 3.111 1.928 -1.713
C27 -6.053 -0.520 -2.367
O8 -9.478 0.523 3.396
H61 -0.391 -0.186 1.433
O9 -0.633 1.660 0.624
H62 -5.660 -0.265 -0.281
H63 2.724 1.252 -0.942
H64 -1.084 2.164 -1.338
C28 -1.317 2.482 -0.317
H65 -3.043 2.878 0.926
O10 2.435 -8.371 1.258

---

[3]
Below is 7 unconnected molecules or ions with the total composition C21H54ClF2N7O19P2S2 at a distorted geometry, with properties calculated with wB97M-V/def2-TZVPD.

Properties
- Relative energy (zero: lowest compared OMol25 entry of this formula, charge and spin): 148.0 kJ/mol
- Highest occupied orbital energy: -3.6 eV
- Net charge: -2
- Orbital gap: 7.3 eV

Cartesian coordinates (Å):
H1 0.886 3.959 4.845
H2 -3.600 -3.330 1.670
H3 2.147 -1.114 5.875
C1 -0.028 3.825 4.259
H4 0.443 -7.341 -0.906
C2 -3.757 -3.384 0.596
C3 -2.815 -4.337 -1.460
H5 -2.590 -5.331 -1.857
H6 4.037 2.747 4.121
C4 -2.907 -5.685 2.741
O1 -0.221 -3.621 0.589
C5 0.315 -6.315 -0.560
H7 0.511 -5.576 -1.341
C6 1.132 0.654 -4.241
O2 -1.606 5.900 -5.121
H8 0.173 -4.341 3.095
O3 0.517 -0.670 4.773
O4 2.360 3.125 -2.053
H9 -1.063 3.551 0.075
C7 -1.867 -7.282 0.103
H10 -0.285 4.916 -0.736
C8 1.849 -1.106 4.820
O5 4.351 -4.022 -3.633
O6 -1.606 -0.410 0.184
H11 0.419 3.264 -0.839
C9 3.036 2.462 3.798
P1 1.133 2.900 1.966
O7 -3.280 -0.510 -1.443
O8 1.187 1.627 1.223
H12 -2.754 -6.768 2.645
H13 -1.158 1.269 2.339
O9 -0.297 4.076 -4.702
H14 0.945 1.010 -5.254
H15 -4.757 -3.766 0.360
O10 1.622 1.058 -1.608
H16 3.100 1.444 3.403
H17 -3.432 -1.596 3.913
F1 4.542 -2.119 -2.182
H18 -1.941 2.872 2.344
C10 -2.605 -1.199 3.327
N1 -1.719 -4.968 2.390
H19 2.398 2.469 4.686
O11 0.620 5.806 -5.502
O12 1.662 -4.826 -4.070
H20 -1.085 -4.768 4.313
H21 -0.329 -6.084 3.456
H22 2.492 -0.310 4.441
H23 -2.365 -1.867 2.506
H24 1.152 -6.136 0.129
C11 -1.415 3.306 -4.212
N2 2.202 -2.789 -2.555
S1 1.464 -3.417 -3.770
H25 2.066 -2.071 4.368
O13 1.098 -2.531 -4.859
H26 -1.848 -7.858 -0.827
C12 3.518 4.187 2.078
N3 -0.947 -6.174 0.147
C13 1.844 1.920 -2.388
H27 0.205 7.831 -5.263
C14 0.671 7.133 -5.959
O14 1.756 1.847 -3.721
H28 -2.880 -0.224 2.924
H29 -0.206 4.859 3.928
H30 -1.048 2.385 -3.766
H31 -1.697 -7.959 0.948
H32 3.722 3.800 -3.528
H33 1.154 5.660 2.450
H34 0.210 7.241 -6.943
C15 0.589 5.568 1.521
N4 -0.037 2.848 3.207
H35 1.703 -0.264 -4.161
H36 1.977 4.247 -3.661
H37 3.116 5.168 1.812
H38 -2.081 3.808 -3.517
N5 -2.778 -4.303 0.014
H39 -3.701 -2.386 0.150
O15 -1.733 1.202 -1.534
C16 -0.284 -1.135 3.807
F2 0.030 -3.533 -3.045
S2 3.683 -2.777 -3.384
H40 -0.821 3.747 5.009
H41 -3.828 -4.045 -1.725
N6 2.533 3.363 2.783
H42 -3.755 -5.410 2.115
C17 -0.623 -5.031 3.356
N7 0.703 4.215 0.999
O16 -1.064 -1.093 -1.996
O17 0.010 -1.624 2.762
H43 -2.912 -6.958 0.139
H44 -0.430 5.828 1.830
H45 -1.901 1.992 3.790
H46 4.416 4.396 2.656
H47 -2.055 -3.705 -1.922
C18 2.821 4.097 -2.990
Cl1 -1.883 -0.225 -1.215
C19 -1.283 2.190 2.908
H48 0.179 0.514 -3.727
H49 3.768 3.739 1.112
H50 0.972 6.297 0.804
H51 -3.228 -5.465 3.766
H52 3.063 4.972 -2.391
P2 -1.302 -4.606 0.795
O18 3.777 -1.709 -4.343
H53 1.700 7.461 -6.095
O19 -1.528 -0.936 4.226
H54 -1.987 2.967 -5.078
C20 -0.097 3.981 -0.208
C21 -0.560 5.312 -5.100

---

[4]
Below is 2 unconnected molecules or ions with the total composition C4H4O at a distorted geometry, with properties calculated with wB97M-V/def2-TZVPD.

Properties
- Relative energy (zero: lowest compared OMol25 entry of this formula, charge and spin): 733.6 kJ/mol
- Highest occupied orbital energy: -9.0 eV
- Net charge: 0
- Orbital gap: 8.7 eV

Cartesian coordinates (Å):
C1 -0.091 0.526 0.999
C2 -0.118 -0.851 0.507
C3 -0.312 0.287 -0.415
O1 -1.722 1.053 -1.472
H1 -2.517 0.800 -0.956
H2 2.032 0.051 -0.253
H3 0.269 1.215 1.761
H4 -0.401 -1.862 0.760
C4 1.013 -0.064 0.040

---

[5]
Below is a molecular structure, C3H4Br3F3NO at a distorted geometry, with properties calculated with wB97M-V/def2-TZVPD.

Properties
- Relative energy (zero: lowest compared OMol25 entry of this formula, charge and spin): 0.0 kJ/mol
- Highest occupied orbital energy: -3.3 eV
- Net charge: -1
- Orbital gap: 5.6 eV

Cartesian coordinates (Å):
H1 0.556 1.192 1.308
C1 -1.123 0.587 -3.607
F1 1.301 -1.743 3.001
F2 2.242 -2.328 1.145
H2 -0.829 0.466 0.457
Br1 -2.704 -0.402 -4.095
Br2 -0.551 0.182 -1.809
H3 -0.348 0.292 -4.298
H4 -0.483 0.986 3.202
F3 2.470 -0.294 1.893
O1 0.518 -0.993 1.046
C2 1.554 -1.306 1.743
C3 -0.224 0.415 1.377
N1 -0.990 0.466 2.489
Br3 -1.388 2.480 -3.853

---

[6]
Below is a molecular structure, C13H34AlBr2Cl2MgN3O13PS at a distorted geometry, with properties calculated with wB97M-V/def2-TZVPD.

Properties
- Highest occupied orbital energy: -10.2 eV
- Net charge: +1
- Orbital gap: 2.8 eV

Cartesian coordinates (Å):
O1 1.273 4.241 -0.050
H1 -1.774 -0.404 6.071
O2 3.546 3.844 -0.674
Mg1 0.238 5.757 0.801
N1 1.077 -0.804 -3.313
H2 0.311 -3.645 -2.498
S1 0.487 -0.273 2.794
O3 -0.449 3.515 -2.804
H3 -0.237 1.336 5.383
C1 -1.186 -0.584 5.174
H4 1.296 0.889 -4.585
H5 -1.711 -3.025 -6.098
C2 1.436 -1.188 -1.939
H6 1.159 -0.426 -1.204
H7 -0.564 -2.281 -7.229
H8 0.528 0.037 6.236
H9 -2.643 0.668 4.216
O4 3.022 4.832 1.418
H10 -3.145 -1.476 -3.323
O5 -2.745 5.929 5.433
H11 2.631 0.617 -3.474
H12 -2.955 -5.747 -4.605
H13 5.085 0.664 6.423
N2 -1.283 -2.374 -3.043
O6 0.745 -1.651 2.540
H14 1.070 1.232 -2.864
C3 -2.696 -2.461 -3.222
Cl1 0.565 3.368 2.648
H15 -0.390 2.570 -2.988
H16 -1.033 -4.294 -3.548
H17 -1.683 -0.537 1.789
H18 2.504 0.609 5.263
C4 1.549 0.556 -3.576
H19 -2.512 1.642 2.011
O7 -1.702 3.326 3.857
H20 -0.935 1.644 1.236
H21 1.715 -2.854 -4.450
H22 2.515 -1.343 -1.892
H23 0.539 -4.002 -5.146
Br1 -0.781 -2.473 5.272
O8 2.654 6.058 -0.552
C5 0.038 0.280 5.296
Cl2 2.726 4.735 0.024
C6 0.978 -3.000 -5.232
O9 1.038 0.100 4.268
C7 -1.054 2.727 3.040
C8 4.332 0.196 5.794
Al1 -0.655 4.215 5.582
H24 4.726 0.104 4.778
H25 0.973 -2.117 -1.628
O10 -1.249 0.091 -3.392
H26 -3.156 -2.969 -2.374
H27 4.115 -0.801 6.186
H28 -1.695 -1.264 -6.342
C9 -0.759 -3.603 -2.670
H29 -1.239 -3.987 -1.765
C10 -1.065 -2.152 -6.272
H30 -0.098 3.571 -1.914
O11 1.170 0.607 1.877
N3 -0.071 -1.999 -5.196
O12 3.174 1.022 5.820
H31 1.492 -2.940 -6.192
Br2 -3.028 -1.311 0.723
H32 -2.896 -3.072 -4.149
C11 -1.230 0.125 2.698
H33 -3.098 5.778 4.546
H34 -2.739 -1.000 3.722
O13 -2.300 -5.137 -4.979
C12 -1.436 1.558 2.197
C13 -2.038 -0.208 3.978
P1 -0.477 -1.044 -3.911

---

Question: Look up the highest occupied orbital energy of the third one.
Answer: -3.6 eV

---

Question: What is the formula in the fourth record?
Answer: C4H4O